Record 1
{"formula": "C25H26N4O4", "method": "ωB97M-V/def2-TZVPD", "species": ["O", "O", "O", "O", "N", "N", "N", "N", "C", "C", "C", "C", "C", "C", "C", "C", "C", "C", "C", "C", "C", "C", "C", "C", "C", "C", "C", "C", "C", "C", "C", "C", "C", "H", "H", "H", "H", "H", "H", "H", "H", "H", "H", "H", "H", "H", "H", "H", "H", "H", "H", "H", "H", "H", "H", "H", "H", "H", "H"], "positions_angstrom": [[-5.649, 3.624, -2.018], [6.562, 0.082, -0.125], [-3.680, 4.811, -2.155], [-4.313, -1.410, -2.154], [-1.003, -4.431, -0.140], [2.046, -1.994, 2.447], [-0.987, -3.098, -0.235], [-2.313, -1.289, -1.079], [-2.111, -4.830, -0.730], [-4.594, 2.756, -1.971], [0.073, -2.327, 0.369], [6.254, 1.110, 0.436], [3.118, -1.492, 3.293], [-4.600, 1.391, -1.862], [6.952, 2.415, 0.140], [-2.178, 2.851, -2.040], [-2.098, -2.643, -0.872], [-5.089, 4.913, -2.148], [2.461, -2.328, 1.099], [-2.177, 1.463, -1.920], [-3.396, -0.750, -1.721], [1.365, -3.138, 0.411], [-2.851, -3.747, -1.218], [4.686, -0.086, 1.913], [3.677, -0.157, 2.861], [5.171, 1.139, 1.455], [4.625, 2.316, 1.961], [-3.399, 3.479, -2.054], [3.148, 1.031, 3.356], [3.618, 2.254, 2.908], [-3.359, 0.740, -1.821], [0.865, -1.158, 2.437], [-0.294, -1.920, 1.800], [-5.430, 5.372, -3.089], [-5.512, 0.820, -1.811], [-5.408, 5.541, -1.301], [-3.784, -3.751, -1.739], [-1.196, -1.303, 1.809], [7.788, 2.230, -0.530], [1.674, -3.405, -0.600], [0.241, -1.427, -0.241], [1.178, -4.056, 0.966], [3.912, -2.244, 3.289], [2.682, -1.426, 0.499], [-1.632, -0.658, -0.683], [1.029, -0.212, 1.885], [3.196, 3.167, 3.302], [3.370, -2.929, 1.156], [0.609, -0.908, 3.469], [7.312, 2.870, 1.059], [-2.344, -5.874, -0.787], [6.259, 3.102, -0.342], [4.972, 3.279, 1.621], [2.720, -1.416, 4.309], [2.368, 0.999, 4.103], [-1.224, 0.956, -1.947], [5.131, -0.986, 1.514], [-1.262, 3.411, -2.126], [-0.488, -2.826, 2.374]], "atomic_forces_ev_per_a": [[0.0, -0.5, 0.1], [0.0, 0.0, 0.0], [0.5, -0.3, 0.0], [-0.1, -0.1, 0.0], [0.4, -0.7, 0.3], [0.0, 0.0, 0.1], [-0.6, 0.3, -0.5], [0.5, 0.1, 0.2], [0.1, 0.4, 0.1], [0.6, 0.1, 0.0], [0.3, -0.1, 0.5], [0.2, 0.2, -0.2], [0.0, 0.0, 0.0], [-0.1, 0.2, 0.0], [0.2, -0.2, -0.2], [-0.2, 0.4, 0.0], [-0.2, -0.6, -0.1], [-0.7, 1.1, -0.1], [-0.2, -0.2, -0.1], [-0.1, -0.2, 0.1], [0.1, 0.1, 0.0], [0.1, 0.3, -0.1], [-0.1, 0.3, 0.0], [0.0, 0.2, 0.0], [0.0, 0.0, 0.0], [-0.4, -0.3, 0.3], [0.1, -0.2, -0.1], [-0.3, -0.4, 0.0], [0.1, 0.0, -0.1], [-0.1, 0.1, 0.1], [0.0, 0.3, -0.1], [-0.2, -0.1, 0.0], [0.2, 0.3, -0.1], [0.1, -0.2, 0.2], [-0.1, -0.1, 0.0], [0.1, -0.2, -0.2], [-0.2, 0.0, -0.1], [-0.1, 0.0, 0.0], [0.0, 0.0, 0.0], [0.0, 0.0, 0.0], [0.0, -0.1, 0.0], [0.0, 0.0, 0.0], [0.0, 0.0, 0.1], [0.1, 0.0, 0.0], [-0.2, 0.0, -0.1], [0.0, 0.0, 0.1], [0.0, 0.1, 0.0], [0.0, 0.1, -0.1], [0.0, 0.1, 0.0], [0.0, 0.1, 0.1], [0.0, -0.2, 0.0], [-0.1, 0.1, 0.0], [0.1, 0.1, 0.0], [0.1, 0.0, 0.0], [-0.1, 0.0, 0.1], [0.1, -0.1, 0.0], [0.0, -0.1, 0.0], [0.1, 0.1, 0.0], [-0.1, 0.0, 0.0]], "smiles": "CC(=O)c1cccc(CN2CCC(n3nccc3NC(=O)c3ccc4c(c3)OCO4)CC2)c1"}

---

Record 2
{"formula": "C17H38ClCsF4IKNNa2O6", "method": "ωB97M-V/def2-TZVPD", "species": ["Cs", "I", "K", "Cl", "Na", "Na", "F", "F", "F", "F", "O", "O", "O", "O", "O", "O", "N", "C", "C", "C", "C", "C", "C", "C", "C", "C", "C", "C", "C", "C", "C", "C", "C", "C", "H", "H", "H", "H", "H", "H", "H", "H", "H", "H", "H", "H", "H", "H", "H", "H", "H", "H", "H", "H", "H", "H", "H", "H", "H", "H", "H", "H", "H", "H", "H", "H", "H", "H", "H", "H", "H", "H"], "positions_angstrom": [[-0.006, 2.164, -7.319], [1.971, 0.390, -2.620], [2.719, -0.650, 2.448], [-0.253, 1.022, 2.878], [1.530, 4.969, 8.381], [-4.221, 3.491, -8.195], [0.631, 2.876, -1.213], [-2.701, 1.783, -0.448], [-2.539, -0.145, -1.784], [-4.387, 0.304, -0.571], [-0.101, -5.559, 1.792], [-0.197, -3.285, -0.702], [-0.048, -3.544, -2.976], [0.358, 3.284, -4.458], [3.455, -1.844, 5.910], [2.508, 2.154, 5.049], [-2.293, 2.188, -4.235], [-1.983, -1.871, 0.433], [0.393, -0.817, -0.293], [-2.062, 3.607, -3.926], [3.093, -0.868, -0.046], [3.604, -3.102, 6.327], [0.596, 4.034, -5.634], [-2.961, 0.415, -0.557], [-2.378, -0.354, 0.733], [1.816, -1.113, -1.002], [0.921, 3.596, 6.121], [-0.645, -3.051, -2.012], [0.032, -7.755, 0.803], [-2.568, 4.456, -5.092], [2.062, 3.491, 5.127], [-0.415, -2.120, 0.159], [-0.848, -6.733, 1.496], [-0.587, 3.876, -3.559], [0.623, -0.233, 0.681], [2.906, 4.111, 5.441], [3.903, -0.350, -0.670], [-0.114, 3.742, -6.410], [-2.240, -2.480, 1.367], [0.436, -7.349, -0.129], [0.228, -5.204, 0.956], [-0.386, 3.413, -2.575], [-2.204, 4.098, -6.063], [-0.530, -8.664, 0.576], [-1.699, -6.458, 0.865], [2.839, -3.838, 5.996], [-0.389, 4.948, -3.440], [0.023, -2.423, 1.177], [1.893, -2.111, -1.528], [1.744, 3.819, 4.133], [0.086, 2.959, 5.821], [-3.266, -0.392, 1.460], [-0.189, -0.093, -0.945], [0.548, 5.112, -5.455], [-1.575, 0.252, 1.274], [1.242, 3.253, 7.112], [-3.663, 4.430, -5.134], [3.604, -3.274, 7.423], [-2.664, -2.250, -0.391], [-1.231, -7.133, 2.436], [0.565, 4.629, 6.200], [4.540, -3.624, 6.030], [0.885, -8.016, 1.434], [2.866, -0.146, 0.830], [-2.668, 3.868, -3.052], [-1.590, -2.450, -2.238], [3.536, -1.879, 0.361], [-2.266, 5.499, -4.978], [-2.045, 1.633, -3.416], [1.755, 1.611, 4.761], [1.599, 3.787, -5.996], [-1.599, 1.913, -4.931]], "atomic_forces_ev_per_a": [[-0.1, -6.1, -3.4], [0.0, -0.5, 0.3], [-0.9, -0.8, 5.5], [0.9, -0.1, 0.5], [0.0, -0.1, -0.1], [-0.2, 0.1, 0.2], [-0.3, 0.0, -0.4], [-0.4, -2.7, -1.2], [-0.6, 1.6, 1.8], [2.5, 0.2, -0.4], [0.0, 0.2, 0.1], [-1.0, 1.5, -1.8], [-1.5, 1.1, 2.8], [0.1, 0.3, -1.4], [-0.1, 0.5, -0.7], [0.1, 0.1, 0.2], [-0.1, 0.1, -0.1], [0.0, 0.2, 0.6], [0.7, 0.1, 0.4], [0.7, -0.1, -0.5], [0.5, 0.3, -1.1], [0.1, -1.0, 0.7], [0.1, 1.6, 2.1], [-0.7, -0.1, 1.8], [-1.0, -0.1, -0.3], [0.0, 0.3, 0.5], [-0.1, 0.3, 0.1], [1.5, -1.5, -2.0], [0.0, -0.2, 0.0], [-0.5, 0.2, 0.2], [0.0, -0.6, -0.4], [-0.3, 0.8, 1.4], [0.2, 0.1, -0.3], [-0.9, 0.0, 0.8], [-0.7, -0.7, -1.6], [0.1, -0.1, -0.1], [-1.0, -1.0, 1.0], [0.2, 4.3, 2.4], [0.3, 0.8, -1.4], [-0.1, 0.0, 0.0], [-0.1, 0.0, 0.1], [0.6, -0.2, 0.3], [0.2, -0.1, -0.2], [0.1, 0.0, 0.0], [-0.1, -0.2, 0.0], [-0.3, 0.1, -0.4], [0.1, 0.0, -0.2], [-0.6, 0.1, -1.6], [-0.2, 1.2, 0.8], [-0.1, 0.2, 0.1], [0.0, 0.1, 0.1], [1.2, 0.2, -1.1], [0.6, -1.1, 0.9], [0.0, 0.0, 0.0], [-0.9, -0.7, -1.0], [0.1, -0.5, 0.0], [0.0, 0.0, 0.0], [0.0, 0.4, 0.3], [1.0, 0.3, 0.9], [0.1, 0.2, 0.0], [-0.3, 0.2, -0.2], [0.3, 0.2, -0.4], [-0.1, 0.0, 0.0], [0.6, -0.7, -5.3], [0.2, -0.1, 0.0], [1.2, -0.5, 1.1], [-0.9, 1.8, -0.7], [0.0, -0.1, -0.1], [-0.2, 0.0, 0.0], [0.0, 0.0, -0.2], [0.1, 0.1, 0.0], [0.0, 0.0, 0.4]], "total_charge": 1}

---

Record 3
{"formula": "C4H8O2", "method": "ωB97M-V/def2-TZVPD", "species": ["O", "O", "C", "C", "C", "C", "H", "H", "H", "H", "H", "H", "H", "H"], "positions_angstrom": [[0.114, -0.724, 1.002], [0.190, 1.374, -1.161], [-0.976, -1.015, 0.230], [1.193, 1.111, -0.202], [1.266, -0.331, 0.278], [-2.134, -0.389, 0.392], [-0.827, -1.821, -0.496], [2.182, 1.387, -0.602], [-3.005, -0.666, -0.189], [0.990, 1.753, 0.664], [-2.216, 0.424, 1.106], [2.108, -0.437, 0.969], [-0.105, 0.546, -1.559], [1.439, -1.010, -0.575]], "atomic_forces_ev_per_a": [[-0.1, 0.0, 0.1], [0.0, -0.1, -0.2], [-0.3, 0.0, -0.1], [0.3, 0.0, 0.3], [0.2, 0.1, -0.1], [0.1, -0.1, 0.0], [0.0, 0.1, 0.1], [-0.1, -0.1, 0.1], [0.1, 0.0, 0.1], [0.1, -0.1, -0.1], [0.0, -0.1, -0.1], [-0.1, 0.0, -0.1], [0.0, 0.2, 0.1], [-0.1, 0.1, 0.1]], "smiles": "C=COCCO"}

---

Record 4
{"formula": "C11H16N4O5", "method": "ωB97M-V/def2-TZVPD", "species": ["O", "O", "O", "O", "O", "N", "N", "N", "N", "C", "C", "C", "C", "C", "C", "C", "C", "C", "C", "C", "H", "H", "H", "H", "H", "H", "H", "H", "H", "H", "H", "H", "H", "H", "H", "H"], "positions_angstrom": [[-0.618, 0.826, 1.950], [-6.652, -0.564, 0.029], [0.744, 2.143, -0.245], [2.691, 1.782, 0.852], [-4.848, -1.415, 0.934], [-2.310, 2.013, -0.390], [5.730, -1.017, 0.411], [-0.095, -0.526, 0.225], [4.352, 0.200, -0.900], [-5.396, -0.594, 0.005], [5.571, 0.109, -0.394], [-3.020, -0.272, -0.689], [4.484, -1.676, 0.442], [2.244, -1.025, -0.502], [1.523, 1.389, 0.361], [-2.339, 0.668, 0.387], [3.679, -0.882, -0.331], [-4.400, 0.062, -0.987], [-0.958, 0.258, 0.892], [1.327, -0.183, 0.434], [4.204, -2.501, 1.073], [-2.926, -1.391, -0.534], [-3.012, 0.879, 1.293], [-4.599, 1.198, -1.034], [1.954, -2.048, -0.104], [-1.684, 1.927, -1.346], [6.332, 0.684, -0.812], [-2.448, -0.163, -1.565], [-5.594, -1.665, 1.442], [-0.298, -0.604, -0.803], [6.503, -1.138, 1.098], [2.870, 2.696, 0.443], [1.498, -0.543, 1.475], [2.088, -0.965, -1.515], [-1.843, 2.731, 0.331], [-4.759, -0.394, -1.923]], "atomic_forces_ev_per_a": [[-0.2, -1.2, -1.3], [3.4, 0.9, -0.9], [2.0, -1.8, 1.3], [0.2, 1.7, -0.7], [2.0, 1.0, -1.2], [2.8, 0.3, 0.7], [0.2, 0.4, 0.4], [0.9, 0.0, -3.1], [0.8, -1.3, 1.2], [-3.3, -0.4, 0.6], [-1.9, -1.9, -0.1], [2.1, -1.6, 1.9], [0.7, 2.0, -0.3], [-1.2, -1.8, 3.3], [-1.6, 0.2, -2.0], [-1.6, 0.5, -1.9], [0.9, 0.5, 0.5], [-3.5, 1.0, 0.4], [-0.8, 2.7, 2.8], [-0.2, 0.5, 1.1], [0.4, -0.1, 0.0], [-0.1, 1.3, 0.5], [1.1, -0.6, -1.3], [0.3, -1.8, 0.1], [0.4, 0.8, -1.1], [-1.6, 0.3, 3.6], [1.5, 0.9, 0.1], [0.9, 0.5, -1.4], [-1.4, -0.7, 1.0], [0.0, 0.0, 1.5], [-1.0, 0.0, -1.1], [-0.4, -1.7, 1.0], [0.5, 0.7, -0.7], [-1.3, 0.4, -2.5], [-0.9, -2.0, -2.6], [0.3, 0.4, 0.0]], "smiles": "N[C@@H](CCC(=O)O)C(=O)N[C@@H](Cc1c[nH]cn1)C(=O)O"}

---

Record 5
{"formula": "C5H9NS", "method": "ωB97M-V/def2-TZVPD", "species": ["S", "N", "C", "C", "C", "C", "C", "H", "H", "H", "H", "H", "H", "H", "H", "H"], "positions_angstrom": [[-2.995, -0.054, -0.359], [1.906, -0.231, -0.698], [0.924, -0.010, 0.308], [-1.173, 0.638, -0.361], [-0.159, -1.226, 0.183], [-1.524, -0.536, 0.499], [-0.091, 1.424, 0.220], [2.367, 0.565, -0.833], [0.003, -1.722, -0.705], [-0.985, -0.006, -1.286], [0.182, -1.849, 1.019], [-1.242, -0.283, 1.535], [1.590, 0.115, 1.267], [-0.529, 1.756, 1.290], [1.398, -0.750, -1.632], [0.329, 2.169, -0.448]], "atomic_forces_ev_per_a": [[0.6, 0.8, 0.7], [-4.5, -5.6, -2.5], [-0.6, 0.8, 1.3], [-2.8, -3.0, -2.7], [0.9, 0.7, 4.3], [3.6, 0.5, 0.4], [-0.5, -1.1, 1.9], [2.6, 3.7, -1.6], [0.0, -1.1, -2.1], [0.6, 2.4, 0.4], [-0.5, -0.6, -0.3], [-1.9, 0.2, 0.1], [-1.9, -0.5, -1.2], [1.8, -0.3, -2.3], [2.3, 2.7, 3.1], [0.1, 0.3, 0.4]], "smiles": "NC1C[C@@H]2S[C@H]2C1"}

---

Record 6
{"formula": "C12H16ClI2NO3", "method": "ωB97M-V/def2-TZVPD", "species": ["I", "I", "Cl", "O", "O", "O", "N", "C", "C", "C", "C", "C", "C", "C", "C", "C", "C", "C", "C", "H", "H", "H", "H", "H", "H", "H", "H", "H", "H", "H", "H", "H", "H", "H", "H"], "positions_angstrom": [[-1.624, -1.776, 3.493], [2.062, -3.354, 4.450], [4.092, -1.121, -0.506], [2.275, -0.543, 5.608], [1.991, -2.130, -2.042], [-0.835, -3.208, -0.331], [0.503, -2.128, 1.530], [-0.539, 0.132, 1.228], [2.312, -1.191, -1.137], [0.065, -0.924, 2.375], [-1.903, 1.027, -1.786], [1.842, -1.174, 4.482], [-1.366, -0.482, -1.425], [-1.444, 3.161, -3.489], [1.303, -0.043, -0.539], [-0.228, -0.549, -0.246], [-0.808, 1.966, -2.565], [1.246, -0.233, 3.279], [-0.286, -2.132, 0.238], [-0.893, -1.031, -2.373], [-0.131, 2.460, -1.716], [-0.132, 1.240, 1.389], [0.780, 0.764, 3.729], [0.257, -3.080, 1.939], [1.396, 0.894, -1.233], [-0.556, 3.547, -4.187], [-2.281, -1.176, -1.100], [-1.775, 4.068, -2.823], [-2.826, 0.900, -2.533], [-2.355, 1.569, -0.829], [1.758, 0.286, 0.513], [-2.281, 2.732, -4.185], [-0.098, 1.315, -3.230], [-1.707, 0.082, 1.380], [2.186, 0.131, 2.645]], "atomic_forces_ev_per_a": [[0.4, 0.7, 0.4], [-0.2, 1.5, -0.2], [-2.3, 0.0, -0.7], [-2.9, -4.3, -7.6], [2.2, 6.7, 6.5], [3.5, 6.8, 3.7], [-2.7, -0.9, -1.6], [-1.3, -0.3, 0.1], [-2.0, -4.6, -4.8], [1.0, 0.0, -2.0], [-0.7, -0.2, -0.9], [2.0, 5.0, 6.0], [0.1, 0.2, -0.1], [1.2, -0.2, -0.1], [1.2, -0.5, 0.6], [-0.5, -1.0, 0.8], [0.3, 0.3, 0.9], [-0.3, 0.0, 0.1], [-0.2, -3.2, -1.2], [-1.0, 1.4, 2.0], [-1.3, -0.9, -1.9], [-0.9, -2.5, -0.5], [1.1, -2.4, -0.5], [0.8, 1.7, -0.2], [-0.4, -1.9, 1.1], [-2.0, -0.7, 1.5], [2.1, 1.6, -0.5], [0.3, -1.9, -1.4], [1.9, 0.2, 1.6], [1.1, -1.1, -1.9], [-0.8, -0.8, -2.5], [1.4, 1.0, 1.5], [-1.4, 1.0, 1.2], [2.4, 0.5, -0.4], [-2.0, -1.1, 1.1]], "smiles": "CCCC[C@@]1(CC(=O)Cl)C[C@](I)(CC(=O)I)NC1=O"}

---

Total energy, record by record: -40497.248 -89202.213 -8371.118 -27863.753 -17650.897 -49052.972 eV
HOMO level, record by record: -0.3037 -0.2296 -0.3388 -0.3380 -0.3223 -0.3605 hartree
Gap between HOMO and LUMO, record by record: 8.4 0.8 10.2 9.7 9.6 9.2 eV